1.
{"formula": "H12O6", "method": "the ωB97M-V functional and the def2-TZVPD basis", "multiplicity": 1, "total_energy_ev": -12480.26896, "e_lumo_ev": 0.636, "gap_ev": 11.81, "charge": 0, "homo_ha": -0.411, "smiles": "O.O.O.O.O.O", "elements": ["O", "H", "H", "O", "H", "H", "O", "H", "H", "O", "H", "H", "O", "H", "H", "O", "H", "H"], "positions_angstrom": [[-1.053, 0.938, 2.267], [-1.238, 1.886, 2.087], [-0.058, 0.838, 2.023], [2.431, 0.925, -0.714], [1.812, 0.648, -1.353], [2.918, 1.612, -1.244], [-2.637, -0.798, 0.828], [-2.489, -1.644, 1.329], [-2.047, -0.107, 1.282], [0.822, -0.033, -2.483], [0.144, -0.447, -1.904], [0.769, -0.535, -3.275], [-1.199, -1.510, -1.354], [-1.675, -1.546, -2.191], [-1.864, -1.372, -0.556], [1.606, 0.470, 1.652], [1.817, -0.357, 1.164], [2.152, 1.090, 1.069]]}

2.
{"formula": "C3H5N3OS", "method": "the ωB97M-V functional and the def2-TZVPD basis", "multiplicity": 1, "total_energy_ev": -20545.65920, "e_lumo_ev": -0.256, "gap_ev": 8.69, "charge": 0, "homo_ha": -0.329, "smiles": "[H]/N=C(\\NC=S)C(N)=O", "elements": ["H", "N", "C", "N", "C", "S", "C", "N", "O", "H", "H", "H", "H"], "positions_angstrom": [[-1.300, 1.370, -0.892], [-0.311, 1.326, -0.696], [-0.017, 0.243, -0.122], [-0.816, -0.843, 0.248], [-2.150, -1.024, 0.087], [-3.251, -0.025, -0.587], [1.426, -0.029, 0.273], [2.266, 0.960, -0.050], [1.728, -1.084, 0.825], [-0.270, -1.585, 0.695], [-2.468, -1.984, 0.526], [3.237, 0.873, 0.184], [1.924, 1.803, -0.492]]}

3.
{"formula": "C16H49CaMgN3O8", "method": "the ωB97M-V functional and the def2-TZVPD basis", "multiplicity": 1, "total_energy_ev": -62113.90474, "e_lumo_ev": -4.703, "gap_ev": 10.39, "charge": 2, "homo_ha": -0.554, "elements": ["Ca", "Mg", "O", "H", "O", "H", "C", "C", "C", "O", "C", "N", "H", "H", "H", "H", "H", "H", "H", "H", "H", "H", "H", "C", "C", "C", "O", "C", "N", "H", "H", "H", "H", "H", "H", "H", "H", "H", "H", "H", "C", "C", "C", "O", "C", "N", "H", "H", "H", "H", "H", "H", "H", "H", "H", "H", "H", "O", "H", "H", "C", "C", "O", "H", "H", "H", "H", "H", "H", "C", "C", "O", "H", "H", "H", "H", "H", "H"], "positions_angstrom": [[7.769, -17.959, -1.330], [5.481, -16.373, -2.913], [5.568, -17.825, -1.628], [5.286, -17.866, -0.719], [7.453, -16.592, -2.982], [7.976, -15.982, -3.543], [1.701, -18.633, -3.816], [3.093, -18.069, -3.721], [3.819, -18.081, -5.057], [5.061, -17.423, -4.924], [5.746, -17.425, -6.171], [3.100, -16.686, -3.166], [1.281, -18.634, -2.855], [1.564, -19.625, -4.259], [1.049, -17.990, -4.430], [3.689, -18.688, -3.021], [3.141, -17.597, -5.786], [4.016, -19.114, -5.337], [5.085, -16.903, -6.898], [5.948, -18.462, -6.527], [6.709, -16.944, -6.040], [2.406, -16.095, -3.693], [2.780, -16.562, -2.178], [7.062, -21.243, 2.045], [7.953, -20.181, 1.334], [8.660, -20.804, 0.176], [9.240, -19.837, -0.626], [10.552, -20.132, -1.182], [7.246, -19.025, 0.947], [7.672, -22.141, 2.240], [6.157, -21.575, 1.510], [6.643, -20.868, 2.976], [8.786, -19.891, 2.001], [8.020, -21.420, -0.501], [9.385, -21.507, 0.586], [10.492, -20.928, -1.896], [11.182, -20.499, -0.305], [10.905, -19.236, -1.689], [6.269, -19.270, 0.992], [7.423, -18.244, 1.579], [4.795, -12.870, -5.716], [5.228, -13.311, -4.331], [4.807, -12.153, -3.428], [4.633, -12.333, -2.047], [4.215, -11.165, -1.352], [4.626, -14.616, -4.044], [5.275, -13.327, -6.599], [4.864, -11.813, -5.817], [3.733, -13.058, -5.777], [6.309, -13.396, -4.306], [3.918, -11.676, -3.849], [5.677, -11.440, -3.579], [4.998, -10.390, -1.445], [4.142, -11.432, -0.289], [3.326, -10.656, -1.764], [3.787, -14.320, -3.525], [4.341, -15.108, -4.889], [5.032, -14.928, -1.159], [4.468, -15.375, -0.501], [4.720, -14.019, -1.335], [7.486, -14.794, 1.343], [8.238, -14.935, 0.012], [9.044, -16.161, 0.020], [6.609, -14.185, 1.147], [8.153, -14.245, 2.019], [7.204, -15.735, 1.781], [8.827, -14.048, -0.198], [7.495, -15.110, -0.724], [9.921, -15.901, 0.402], [6.697, -22.365, -3.281], [7.827, -21.322, -3.129], [7.274, -20.137, -2.357], [6.748, -23.053, -4.096], [5.794, -21.802, -3.502], [6.727, -22.900, -2.288], [8.139, -20.924, -4.054], [8.687, -21.737, -2.613], [6.328, -20.232, -2.210]]}

4.
{"formula": "C9H17N3", "method": "the ωB97M-V functional and the def2-TZVPD basis", "multiplicity": 1, "total_energy_ev": -14060.55629, "e_lumo_ev": -8.398, "gap_ev": 9.38, "charge": 2, "homo_ha": -0.653, "smiles": "CC(=[NH2+])/C=C\\[C@]1(C)C=[NH+][C@@H](C)N1", "elements": ["C", "C", "N", "C", "C", "C", "C", "C", "N", "C", "C", "N", "H", "H", "H", "H", "H", "H", "H", "H", "H", "H", "H", "H", "H", "H", "H", "H", "H"], "positions_angstrom": [[4.142, -0.546, 0.228], [2.702, -0.363, 0.027], [1.924, -1.382, -0.155], [2.165, 0.991, 0.023], [0.882, 1.477, 0.070], [-0.505, 0.831, 0.019], [-1.573, 1.776, -0.598], [-1.021, 0.554, 1.420], [-1.785, -0.480, 1.447], [-1.889, -1.122, 0.057], [-3.208, -1.036, -0.664], [-0.722, -0.468, -0.546], [4.287, -1.653, 0.435], [4.571, -0.006, 0.970], [4.716, -0.242, -0.520], [0.883, -1.252, -0.361], [2.302, -2.364, -0.266], [3.040, 1.725, 0.061], [0.756, 2.518, 0.387], [-1.285, 2.799, -0.411], [-2.574, 1.656, -0.140], [-1.681, 1.586, -1.707], [-0.590, 1.233, 2.166], [-2.358, -0.679, 2.246], [-1.737, -2.261, 0.252], [-3.982, -1.564, -0.299], [-3.118, -1.494, -1.720], [-3.561, 0.080, -0.871], [-0.782, -0.314, -1.547]]}

5.
{"formula": "C5H8NO3S", "method": "the ωB97M-V functional and the def2-TZVPD basis", "multiplicity": 1, "total_energy_ev": -23781.21059, "e_lumo_ev": [2.531, 3.310], "gap_ev": [6.29, 8.01], "charge": -1, "homo_ha": [-0.138, -0.173], "elements": ["C", "C", "C", "C", "C", "N", "O", "O", "O", "S", "H", "H", "H", "H", "H", "H", "H", "H"], "positions_angstrom": [[0.394, -1.633, -0.741], [-1.031, 0.923, -0.792], [-1.955, -0.169, 1.237], [0.285, -0.883, 0.383], [-0.613, 0.253, 0.492], [0.475, -2.238, -1.722], [3.569, -0.279, 0.541], [3.253, 0.001, -1.888], [2.335, 1.690, -0.346], [2.750, 0.313, -0.539], [-1.616, 0.145, -1.438], [-1.711, 1.798, -0.570], [-0.123, 1.194, -1.184], [-2.426, -1.175, 0.788], [-2.691, 0.698, 1.085], [-1.593, -0.513, 2.193], [1.035, -1.129, 1.195], [-0.336, 1.001, 1.305]]}

6.
{"formula": "C6H6O", "method": "the ωB97M-V functional and the def2-TZVPD basis", "multiplicity": 1, "total_energy_ev": -8360.78269, "e_lumo_ev": [0.370, 0.370], "gap_ev": [6.77, 6.76], "charge": 0, "homo_ha": [-0.235, -0.235], "elements": ["C", "C", "C", "C", "C", "O", "C", "H", "H", "H", "H", "H", "H"], "positions_angstrom": [[2.916, 0.640, -0.187], [1.728, 0.400, -0.266], [0.363, 0.086, -0.349], [-0.689, 0.918, 0.133], [-1.660, 0.063, 0.753], [-1.425, -1.191, 0.543], [-0.189, -1.296, -0.353], [3.957, 0.847, -0.084], [-1.723, 0.923, -0.571], [-0.568, 1.951, 0.447], [-2.546, 0.337, 1.315], [0.466, -2.078, 0.042], [-0.651, -1.648, -1.292]]}